# 1
Entry from OMol25: the ion C4H12NO with charge +1 (ωB97M-V with the def2-TZVPD basis set).

Element x y z (Å)
C 0.745 1.283 0.746
C 1.140 -0.215 0.541
C -0.109 -1.198 0.958
C -0.821 -1.629 -0.364
O -1.211 -0.362 -1.118
N 0.383 1.826 -0.542
H 1.485 2.007 1.254
H -0.254 1.240 1.382
H 1.524 -0.305 -0.503
H 1.994 -0.322 1.298
H -0.906 -0.693 1.543
H 0.309 -2.194 1.381
H -0.022 -2.023 -1.039
H -1.673 -2.311 -0.335
H -2.110 -0.483 -0.804
H 0.279 2.859 -0.775
H -0.450 1.487 -0.901
H 1.101 1.404 -1.057

Force components x, y, z for each atom (eV/Å):
-2.16 0.15 3.91
-0.07 0.53 2.42
0.86 -1.28 -1.99
2.96 1.35 -1.44
-0.54 -1.92 1.66
0.61 3.53 -0.80
-0.99 -1.50 -0.87
2.28 0.61 -0.99
-0.24 -0.68 0.82
-1.10 -0.45 -1.33
1.05 -0.33 0.34
-0.82 1.94 -0.11
-0.83 -0.31 0.62
0.16 0.17 0.35
-0.87 1.34 -0.77
0.92 -1.22 1.11
-2.41 -1.97 -0.69
1.20 0.03 -2.23

Results
- SMILES = [NH3+]CCCCO
- E_tot (eV) = -7871.983
- energy relative to the best compared isomer or geometry (same formula, charge and spin) (kcal/mol) = 53.2
- HOMO-LUMO gap (eV) = 11.4
- net charge = +1

# 2
Entry from OMol25: a cluster of 2 separate species, C4H12NO in total (ωB97M-V with the def2-TZVPD basis set).

Element x y z (Å)
C 0.202 1.234 -1.373
N 0.110 -0.170 -1.894
C 0.664 -1.114 -0.922
C 0.838 -0.314 0.341
C 1.275 1.049 -0.255
H -0.872 1.551 -1.096
H 0.371 1.952 -2.229
H -0.747 -0.636 -2.086
H 0.671 -0.082 -2.806
H -0.038 -1.980 -0.719
H 1.454 -1.625 -1.288
H 1.496 -0.738 1.109
H -0.098 -0.123 0.863
H 1.179 1.601 0.674
H 2.318 1.238 -0.711
H -3.236 -0.911 3.368
H -2.198 -0.767 4.315
O -2.368 -0.427 3.389

Force components x, y, z for each atom (eV/Å):
-2.15 1.92 0.58
1.93 0.18 -2.90
-2.74 -1.82 2.98
1.28 0.35 -0.74
0.26 0.58 0.16
1.78 -0.63 0.42
0.54 -1.03 0.95
-1.54 0.83 -0.80
-1.04 -1.04 1.56
0.14 1.16 -0.58
3.16 -0.90 -1.09
0.15 0.01 -0.57
-0.25 -0.17 -0.20
-0.04 1.45 -0.65
-1.51 -0.91 0.94
0.74 0.92 -0.94
0.70 1.01 -1.23
-1.39 -1.93 2.11

Results
- E_tot (eV) = -7872.363
- energy relative to the best compared isomer or geometry (same formula, charge and spin) (kcal/mol) = 44.5
- HOMO-LUMO gap (eV) = 10.8
- net charge = +1

# 3
Entry from OMol25: a cluster of 3 separate species, C4H12NO in total (ωB97M-V with the def2-TZVPD basis set).

Element x y z (Å)
C -1.245 0.673 -1.133
C -1.695 0.749 0.242
C -1.322 -0.537 1.087
C -0.556 0.875 1.252
O 0.725 -1.123 -0.983
N 3.001 -0.367 0.330
H -1.886 0.622 -2.029
H -0.668 -0.374 -1.377
H -0.429 1.388 -1.446
H -2.660 1.218 0.428
H -0.974 -1.309 0.411
H -2.006 -0.831 1.892
H 0.374 0.969 0.706
H -0.829 1.117 2.268
H 1.022 -1.482 -1.843
H 3.325 -1.316 0.563
H 3.748 0.156 -0.134
H 2.076 -0.428 -0.235

Force components x, y, z for each atom (eV/Å):
-0.57 3.05 -0.37
2.04 2.56 -1.06
1.09 -0.52 0.89
-2.73 -2.62 -1.71
-1.38 1.07 -0.28
-0.04 -1.54 -2.48
-0.75 -0.41 0.68
2.76 -2.04 0.36
-0.12 -1.09 0.75
-0.72 -0.93 0.00
0.09 -0.11 0.52
0.14 0.25 -0.43
0.22 -0.01 0.79
0.42 0.88 0.04
-0.58 0.10 -0.18
0.01 0.26 0.94
0.14 0.70 0.59
0.00 0.40 0.95

Results
- E_tot (eV) = -7852.421
- energy relative to the best compared isomer or geometry (same formula, charge and spin) (kcal/mol) = 180.6
- HOMO-LUMO gap (alpha / beta) (eV) = 6.1 / 6.0
- net charge = +2
- 2S+1 = 2

# 4
Entry from OMol25: a cluster of 2 separate species, C4H12NO2 in total (ωB97M-V with the def2-TZVPD basis set).

Element x y z (Å)
C 1.466 -1.297 -0.560
O 1.822 -1.645 0.695
C 0.277 -0.209 -0.442
C 0.968 1.138 -0.127
C -0.020 2.289 -0.069
N -0.690 -0.712 0.557
H 1.180 -2.210 -1.138
H 2.259 -0.707 -1.074
H -0.316 -0.019 -1.360
H 1.500 1.308 -1.070
H 1.621 0.996 0.729
H -0.591 2.329 -0.998
H -0.792 2.132 0.698
H 0.501 3.227 0.142
H -0.559 -0.195 1.421
H -0.387 -1.670 0.734
H -3.056 0.647 -0.785
H -2.095 -0.265 0.043
O -3.072 0.085 -0.019

Force components x, y, z for each atom (eV/Å):
-0.38 0.68 1.25
0.10 -0.16 -0.01
0.58 -0.46 -0.35
-1.21 -0.82 -1.15
-0.37 -0.15 0.94
0.42 0.45 -0.34
-0.20 0.48 -0.53
0.07 -0.41 -0.57
0.36 -0.31 -0.14
0.71 0.01 0.44
0.16 0.22 0.06
0.22 0.26 -0.18
0.23 0.13 0.09
-0.25 0.13 -0.18
0.08 -0.30 0.12
0.15 0.20 0.42
-0.18 0.42 -0.51
-0.82 -0.05 0.59
0.34 -0.30 0.02

Results
- E_tot (eV) = -9927.428
- energy relative to the best compared isomer or geometry (same formula, charge and spin) (kcal/mol) = 18.4
- HOMO-LUMO gap (eV) = 6.7
- net charge = -1

# 5
Entry from OMol25: a cluster of 2 separate species, C4H12NO2 in total (ωB97M-V with the def2-TZVPD basis set).

Element x y z (Å)
C 0.141 0.233 1.225
O -0.270 1.387 0.430
C 0.715 -1.044 0.450
C -0.205 -1.791 -0.527
C -0.958 -0.909 -1.493
N -0.226 0.255 -2.223
H -0.557 -0.067 2.082
H 1.013 0.446 1.903
H 1.077 -1.849 1.279
H 1.701 -0.848 -0.019
H -0.938 -2.180 0.259
H 0.540 -2.385 -1.015
H -1.312 -1.564 -2.351
H -1.748 -0.236 -0.892
H -0.322 1.064 -1.599
H 0.817 0.182 -2.330
H -0.108 2.402 1.369
H 0.695 3.675 1.517
O -0.056 3.230 1.937

Force components x, y, z for each atom (eV/Å):
0.79 0.67 -0.29
0.74 -3.48 1.26
0.72 -0.19 2.13
-0.18 1.73 2.52
-0.42 2.67 -1.02
0.59 -0.72 0.39
-0.20 -0.04 -1.44
-0.09 0.54 -0.56
-1.03 1.63 -1.48
-0.58 0.60 -0.03
0.66 -0.72 -1.79
-0.48 -1.54 -0.49
-0.40 0.81 1.23
1.26 -2.12 -1.49
0.11 -0.41 0.21
-1.39 -0.55 0.34
-0.60 -0.73 -0.90
-0.31 0.00 0.30
0.82 1.84 1.09

Results
- E_tot (eV) = -9926.465
- energy relative to the best compared isomer or geometry (same formula, charge and spin) (kcal/mol) = 40.6
- HOMO-LUMO gap (eV) = 7.7
- net charge = -1

# 6
Entry from OMol25: a cluster of 2 separate species, C4H12NO2 in total (ωB97M-V with the def2-TZVPD basis set).

Element x y z (Å)
C -0.759 -0.188 -1.626
O -0.196 -1.113 -2.414
C -0.109 -0.186 -0.218
C -0.761 0.777 0.750
C -0.121 2.185 0.725
N -0.141 -1.585 0.267
H -0.823 0.831 -2.070
H -1.831 -0.443 -1.361
H 0.945 0.047 -0.407
H -1.848 0.729 0.658
H -0.510 0.423 1.762
H -0.225 2.656 -0.253
H 0.936 2.006 0.928
H -0.557 2.825 1.489
H -1.102 -1.832 0.508
H 0.008 -2.045 -0.658
H 2.325 -1.356 -0.051
H 1.997 -2.013 1.242
O 2.772 -1.719 0.727

Force components x, y, z for each atom (eV/Å):
-0.51 -0.65 0.16
0.27 -0.12 -0.22
-0.45 0.02 -0.52
1.05 0.07 0.98
-0.51 -0.77 -0.46
0.23 -0.04 -0.43
0.23 0.28 0.19
-0.20 0.16 -0.12
0.06 0.27 0.31
-0.02 0.30 -0.18
-0.34 -0.19 -0.03
0.05 0.08 0.02
0.04 0.39 0.02
0.06 0.15 0.06
0.02 0.22 -0.05
-0.07 -0.15 0.34
0.15 -0.11 0.06
0.22 0.22 -0.39
-0.28 -0.13 0.25

Results
- E_tot (eV) = -9927.689
- energy relative to the best compared isomer or geometry (same formula, charge and spin) (kcal/mol) = 12.3
- HOMO-LUMO gap (eV) = 6.7
- net charge = -1

# 7
Entry from OMol25: a cluster of 2 separate species, C4H12NO2 in total (ωB97M-V with the def2-TZVPD basis set).

Element x y z (Å)
C 0.357 0.243 -1.920
N 0.121 1.485 -1.172
C -0.782 1.329 -0.032
C -0.126 1.122 1.313
C 0.631 -0.226 1.477
O 0.026 -1.294 0.948
H 1.292 0.289 -2.488
H -0.463 0.124 -2.623
H 0.406 -0.633 -1.281
H 1.004 1.842 -0.824
H -1.394 0.430 -0.160
H -1.467 2.187 -0.012
H 0.565 1.918 1.634
H -0.901 1.177 2.090
H 1.699 -0.071 1.185
H 0.721 -0.339 2.589
H -0.173 -2.535 -0.068
H -1.166 -3.659 -0.110
O -0.350 -3.387 -0.547

Force components x, y, z for each atom (eV/Å):
0.06 0.21 0.06
0.43 0.05 -0.05
-0.23 -0.03 -0.05
0.24 0.10 0.85
-0.05 -0.11 0.81
-0.37 -0.12 -0.41
-0.12 0.24 0.00
-0.09 -0.20 -0.22
-0.06 -0.20 0.23
-0.04 -0.11 -0.02
0.03 0.03 -0.28
0.03 0.01 0.12
0.07 0.23 -0.47
-0.21 -0.23 -0.20
0.01 0.04 -0.46
0.15 0.18 0.08
0.47 0.29 0.25
0.17 -0.08 -0.17
-0.51 -0.29 -0.07

Results
- E_tot (eV) = -9927.588
- energy relative to the best compared isomer or geometry (same formula, charge and spin) (kcal/mol) = 14.7
- HOMO-LUMO gap (eV) = 7.4
- net charge = -1

# 8
Entry from OMol25: a cluster of 2 separate species, C4H12NO2 in total (ωB97M-V with the def2-TZVPD basis set).

Element x y z (Å)
C 0.548 -1.503 0.548
C 0.119 -0.067 0.867
C 1.328 0.667 1.381
N -0.462 0.645 -0.280
C 0.202 0.564 -1.660
O 0.372 1.803 -2.034
H 1.471 -1.492 -0.091
H 0.574 -2.206 1.361
H -0.245 -1.901 -0.079
H -0.723 -0.072 1.608
H 1.879 1.219 0.578
H 1.195 1.314 2.269
H 2.179 0.036 1.779
H -0.594 1.643 -0.238
H 1.241 0.062 -1.543
H -0.611 0.119 -2.151
H -3.330 0.154 -0.428
H -2.120 -0.414 -1.009
O -3.024 -0.571 -0.878

Force components x, y, z for each atom (eV/Å):
-0.65 0.36 -1.99
-0.63 0.79 0.34
2.95 0.56 1.24
-0.28 -2.15 0.10
1.70 1.84 2.31
0.41 1.54 -1.24
-0.70 -0.20 0.88
0.53 0.14 0.77
-0.09 -0.24 -0.40
0.91 -0.25 -0.05
-0.94 -0.12 0.47
-0.49 0.25 -0.68
-0.97 -0.17 -0.35
0.38 0.28 0.75
-1.39 -0.57 -0.36
-0.53 -2.04 -1.95
-0.90 2.71 1.65
2.54 0.79 0.05
-1.83 -3.52 -1.54

Results
- E_tot (eV) = -9926.403
- energy relative to the best compared isomer or geometry (same formula, charge and spin) (kcal/mol) = 42.0
- HOMO-LUMO gap (eV) = 6.6
- net charge = -1

# 9
Entry from OMol25: a cluster of 2 separate species, C4H12NO2 in total (ωB97M-V with the def2-TZVPD basis set).

Element x y z (Å)
C 1.812 0.778 -0.922
C 1.955 -0.036 0.358
N 0.829 0.125 1.289
C -0.237 -0.853 1.127
C -1.604 -0.156 1.115
O -1.793 0.606 0.004
H 1.387 0.194 -1.740
H 1.138 1.623 -0.751
H 2.762 1.180 -1.279
H 2.857 0.270 0.887
H 2.041 -1.088 0.110
H 0.374 1.004 1.061
H -0.159 -1.380 0.167
H -0.224 -1.662 1.874
H -1.604 0.494 2.037
H -2.390 -0.921 1.318
H -2.015 0.098 -1.475
H -2.952 0.066 -2.784
O -2.177 -0.344 -2.396

Force components x, y, z for each atom (eV/Å):
-0.15 0.17 -0.39
-0.32 0.38 0.44
0.09 -0.12 -0.14
-0.53 -0.70 -0.36
0.01 0.56 0.22
0.03 0.16 -0.13
-0.17 0.04 0.08
0.05 -0.06 -0.07
0.15 -0.05 0.06
0.29 -0.05 -0.01
0.19 -0.27 0.08
0.05 0.07 0.01
0.03 0.10 -0.19
0.24 0.27 0.34
-0.09 -0.27 -0.04
0.08 -0.06 -0.19
-0.18 -0.42 0.02
0.01 0.10 0.20
0.22 0.14 0.07

Results
- E_tot (eV) = -9927.702
- energy relative to the best compared isomer or geometry (same formula, charge and spin) (kcal/mol) = 12.0
- HOMO-LUMO gap (eV) = 7.4
- net charge = -1

# 10
Entry from OMol25: a cluster of 2 separate species, C4H12NO2 in total (ωB97M-V with the def2-TZVPD basis set).

Element x y z (Å)
C -1.130 1.038 -2.626
N -0.379 -0.182 -2.922
C 0.505 -0.543 -1.751
O -0.083 -0.684 -0.573
H -1.880 0.894 -1.837
H -1.588 1.449 -3.528
H -0.388 1.730 -2.210
H -1.031 -0.922 -3.161
H 1.222 0.330 -1.781
H 1.086 -1.421 -2.116
C 0.683 -0.054 2.075
O 1.103 -0.367 3.427
C -0.680 0.618 2.156
H 1.400 0.687 1.705
H 0.599 -0.880 1.369
H 1.788 -1.032 3.367
H -0.514 1.603 2.617
H -1.035 0.766 1.138
H -1.425 0.155 2.808

Force components x, y, z for each atom (eV/Å):
0.47 -0.57 0.42
0.01 0.39 -0.38
-0.16 0.44 -0.13
-0.17 -0.23 -0.16
-0.10 0.08 -0.09
-0.03 0.09 0.00
-0.22 0.25 -0.21
0.09 -0.15 0.38
0.09 -0.18 -0.01
-0.02 -0.15 -0.03
-0.58 0.42 0.44
-0.20 -0.26 -0.01
0.54 1.08 0.37
-0.10 -0.20 -0.39
0.36 -0.18 0.26
0.16 -0.15 -0.04
-0.17 0.06 -0.11
-0.16 -0.19 -0.01
0.19 -0.55 -0.30

Results
- E_tot (eV) = -9926.909
- energy relative to the best compared isomer or geometry (same formula, charge and spin) (kcal/mol) = 30.3
- HOMO-LUMO gap (eV) = 6.5
- net charge = -1

# 11
Entry from OMol25: a cluster of 3 separate species, C4H12NO2 in total (ωB97M-V with the def2-TZVPD basis set).

Element x y z (Å)
C 1.142 -0.710 1.372
C 0.577 0.397 0.523
C 0.956 1.678 0.376
C -1.241 -1.213 -0.272
N -0.613 -0.032 -0.054
H 0.574 -0.751 2.316
H 2.154 -0.567 1.772
H 1.123 -1.697 0.919
H 0.650 2.339 -0.422
H 1.750 1.972 1.056
H -1.834 -1.306 -1.169
H -0.837 -2.137 0.119
H -1.191 0.697 -0.455
H 2.039 0.121 -1.692
H 3.156 -0.797 -1.953
O 2.197 -0.829 -1.795
H -3.460 1.628 -0.564
H -3.957 0.454 0.200
O -3.185 0.753 -0.276

Force components x, y, z for each atom (eV/Å):
0.72 0.60 1.66
-1.57 -1.46 -0.21
1.38 -0.48 0.72
0.63 -1.56 0.16
-0.24 1.22 -1.07
-0.32 -0.21 -0.38
-0.01 0.35 -0.66
-0.16 0.18 -0.32
-0.46 0.04 0.24
0.11 0.33 -0.45
-0.21 0.25 0.16
0.14 0.17 0.09
0.48 0.17 0.18
-0.52 -0.14 0.23
-0.34 -0.50 0.02
0.87 0.59 -0.22
0.05 0.25 -0.16
-0.21 -0.49 0.33
-0.37 0.66 -0.31

Results
- E_tot (eV) = -9925.010
- energy relative to the best compared isomer or geometry (same formula, charge and spin) (kcal/mol) = 14.1
- HOMO-LUMO gap (alpha / beta) (eV) = 6.5 / 8.8
- net charge = 0
- 2S+1 = 2

# 12
Entry from OMol25: a cluster of 3 separate species, C4H12NO2 in total (ωB97M-V with the def2-TZVPD basis set).

Element x y z (Å)
C -1.877 0.251 -2.570
C -0.896 0.226 -1.427
C 0.398 -0.047 -1.671
N 1.332 -0.190 -0.646
C 2.604 0.129 -0.334
H -2.549 1.112 -2.493
H -2.545 -0.616 -2.630
H -1.463 0.418 -3.568
H -1.393 0.070 -0.484
H 0.841 -0.048 -2.661
H 0.934 -0.656 0.174
H 3.000 -0.071 0.647
H 3.026 0.991 -0.857
H -0.166 0.727 4.600
H -0.599 1.407 3.291
O -0.367 0.584 3.695
H -0.859 -0.514 2.297
H -1.429 -1.504 1.257
O -0.632 -0.987 1.498

Force components x, y, z for each atom (eV/Å):
-0.56 0.79 -0.51
-0.49 -1.41 -1.65
1.14 1.26 0.78
-1.68 -1.99 2.34
1.35 1.72 -1.69
-0.12 0.01 0.36
0.24 -0.08 0.14
0.48 -0.38 0.16
0.58 0.48 0.47
-0.25 0.21 -0.19
-0.48 0.25 -0.51
-0.37 -0.29 0.09
0.14 -0.40 0.03
0.21 0.34 1.19
-0.09 0.95 -0.11
-0.16 -1.04 -0.96
0.11 0.10 0.63
0.80 0.44 0.23
-0.84 -0.95 -0.76

Results
- E_tot (eV) = -9924.953
- energy relative to the best compared isomer or geometry (same formula, charge and spin) (kcal/mol) = 15.4
- HOMO-LUMO gap (alpha / beta) (eV) = 6.0 / 8.8
- net charge = 0
- 2S+1 = 2